--- one ---
ORCA calculation (ωB97M-V/def2-TZVPD) on a 2-piece molecular cluster, C3H3IN2O overall.

Computed properties:
- Gap between HOMO and LUMO: 0.335 hartree
- LUMO level: -0.06 eV
- Highest occupied orbital energy: -0.3377 hartree

Positions of all 10 atoms, in Å:
O  -1.398  2.535  -1.060
N  -1.148  1.404  -0.895
C  -0.787  0.372  -0.510
C  -0.825  -1.012  -0.508
I  0.695  -1.850  -1.900
H  -1.650  -1.580  -0.800
H  -0.451  -1.284  0.422
C  1.843  0.541  1.715
N  1.316  -0.199  1.031
H  2.405  1.072  2.505

---

--- two ---
ORCA calculation (ωB97M-V/def2-TZVPD) on a 2-piece molecular cluster, C3H3IN2O overall.

Computed properties:
- Gap between HOMO and LUMO (alpha / beta): 0.247 / 0.247 hartree
- LUMO level (alpha / beta): -0.86 / -0.86 eV
- Highest occupied orbital energy (alpha / beta): -0.2785 / -0.2786 hartree

Positions of all 10 atoms, in Å:
C  -0.579  -0.332  0.310
C  -1.246  -0.435  -0.837
C  1.506  2.001  0.339
N  0.423  -1.132  0.766
N  -2.131  -0.610  -1.623
O  2.430  2.498  0.758
I  2.499  -0.793  -0.035
H  -1.091  0.249  1.136
H  0.549  -0.828  1.779
H  -2.359  -0.620  -2.593

---

Which of them is the most stable, and which is the least stable? two and one, in that order.

---

--- one ---
ORCA calculation (ωB97M-V/def2-TZVPD) on a 2-piece molecular cluster, C3H3IN2O overall.

Computed properties:
- Gap between HOMO and LUMO: 0.296 hartree
- LUMO level: -0.65 eV
- Highest occupied orbital energy: -0.3200 hartree

Positions of all 10 atoms, in Å:
O  -1.027  2.038  0.062
C  -1.217  0.896  0.285
C  -1.696  -0.315  0.252
I  -3.785  -0.356  -0.402
H  -1.180  -1.238  0.499
N  1.636  -1.323  0.384
C  1.705  -0.230  -0.137
N  1.346  0.844  -0.461
H  2.554  -1.757  0.757
H  1.664  1.441  -1.239

---

--- two ---
ORCA calculation (ωB97M-V/def2-TZVPD) on a 2-piece molecular cluster, C3H3IN2O overall.

Computed properties:
- Gap between HOMO and LUMO (alpha / beta): 0.271 / 0.252 hartree
- LUMO level (alpha / beta): -0.86 / -1.39 eV
- Highest occupied orbital energy (alpha / beta): -0.3033 / -0.3029 hartree

Positions of all 10 atoms, in Å:
C  -0.815  -0.463  0.328
C  2.134  0.140  0.078
C  -1.813  0.544  0.138
N  -0.068  -1.253  -0.125
N  0.844  -1.981  -0.305
O  2.358  -0.908  -0.420
I  3.581  1.593  0.246
H  -1.910  1.284  0.908
H  -1.461  1.045  -0.807
H  -2.850  0.000  -0.039

---

Which of them is the most stable, and which is the least stable? one and two, in that order.

---

--- one ---
ORCA calculation (ωB97M-V/def2-TZVPD) on C2H8NO2P as an isolated structure.

Computed properties:
- Gap between HOMO and LUMO: 0.323 hartree
- LUMO level: 0.70 eV
- Highest occupied orbital energy: -0.2975 hartree

Positions of all 14 atoms, in Å:
C  -2.416  -0.169  0.080
C  2.071  -0.320  0.853
N  0.017  -0.678  -1.894
O  -1.252  0.651  0.488
O  1.262  0.824  0.818
P  0.070  0.878  -0.280
H  -2.603  0.042  -0.925
H  -3.095  0.139  0.861
H  -2.086  -1.164  0.108
H  2.100  -0.767  1.856
H  3.162  -0.106  0.622
H  1.597  -0.930  0.029
H  0.946  -0.581  -2.208
H  0.228  2.182  -0.409

---

--- two ---
ORCA calculation (ωB97M-V/def2-TZVPD) on a 2-piece molecular cluster, C2H8NO2P overall.

Computed properties:
- Gap between HOMO and LUMO: 0.355 hartree
- LUMO level: 0.45 eV
- Highest occupied orbital energy: -0.3386 hartree

Positions of all 14 atoms, in Å:
C  1.675  -0.299  0.118
N  0.403  0.013  0.836
C  0.008  1.359  0.548
P  -0.912  -1.078  1.092
O  -2.138  -0.265  1.240
H  1.845  0.198  -0.749
H  2.663  -0.134  0.699
H  1.528  -1.371  -0.127
H  -0.421  1.696  1.485
H  0.948  1.945  0.546
H  -0.518  1.364  -0.364
O  -1.409  -0.883  -1.608
H  -1.367  -1.671  -2.106
H  -2.305  -0.873  -1.610

---

--- three ---
ORCA calculation (ωB97M-V/def2-TZVPD) on one molecule with the formula C2H8NO2P.

Computed properties:
- Gap between HOMO and LUMO: 0.381 hartree
- LUMO level: 0.61 eV
- Highest occupied orbital energy: -0.3586 hartree

Positions of all 14 atoms, in Å:
C  1.358  0.510  -0.828
P  0.359  -0.645  0.170
C  -1.157  -0.793  -0.851
O  1.057  -2.009  0.699
N  -0.075  0.172  1.653
O  -0.788  1.404  1.503
H  2.371  0.719  -0.675
H  1.205  -0.043  -1.831
H  0.890  1.619  -0.896
H  -0.774  -1.383  -1.710
H  -1.864  -1.426  -0.350
H  -1.635  0.087  -1.253
H  -0.556  -0.391  2.323
H  -0.391  2.180  2.046

---

Which of them is the most stable, and which is the least stable? two and one, in that order.

---

--- one ---
ORCA calculation (ωB97M-V/def2-TZVPD) on a 2-piece molecular cluster, C5H8Cl2 overall.

Computed properties:
- Gap between HOMO and LUMO: 0.367 hartree
- LUMO level: 0.61 eV
- Highest occupied orbital energy: -0.3442 hartree

Positions of all 15 atoms, in Å:
C  -1.408  1.292  -0.069
C  -0.142  0.697  -0.336
C  0.661  -0.087  -0.994
C  1.342  0.590  0.069
C  1.887  0.041  1.301
Cl  2.202  2.152  -0.308
H  -2.031  0.592  0.633
H  -1.948  1.240  -1.002
H  -1.460  2.191  0.539
H  0.777  -0.781  -1.921
H  2.962  -0.138  1.238
H  1.411  -0.942  1.583
H  1.637  0.506  2.278
Cl  -2.461  -2.617  -2.722
H  -2.624  -3.556  -3.611

---

--- two ---
ORCA calculation (ωB97M-V/def2-TZVPD) on a 2-piece molecular cluster, C5H8Cl2 overall.

Computed properties:
- Gap between HOMO and LUMO: 0.382 hartree
- LUMO level: 0.69 eV
- Highest occupied orbital energy: -0.3570 hartree

Positions of all 15 atoms, in Å:
C  -1.393  -0.999  1.435
C  -0.710  -0.380  0.300
C  -0.153  0.143  -0.634
C  0.540  0.744  -1.770
C  1.986  0.276  -1.884
Cl  0.500  2.550  -1.646
H  -2.027  -1.828  1.105
H  -0.672  -1.388  2.161
H  -2.027  -0.271  1.943
H  -0.002  0.520  -2.691
H  2.469  0.740  -2.748
H  2.005  -0.812  -2.004
H  2.543  0.540  -0.980
Cl  -2.070  0.409  3.814
H  -0.989  -0.243  3.599

---

--- three ---
ORCA calculation (ωB97M-V/def2-TZVPD) on one molecule with the formula C5H8Cl2.

Computed properties:
- Gap between HOMO and LUMO: 0.366 hartree
- LUMO level: 0.82 eV
- Highest occupied orbital energy: -0.3353 hartree

Positions of all 15 atoms, in Å:
C  2.038  1.219  1.079
C  0.916  0.236  1.021
C  -0.084  0.291  0.067
Cl  0.039  1.410  -1.186
C  -1.266  -0.705  -0.050
C  -1.421  -1.172  -1.455
Cl  -2.703  0.281  0.390
H  2.578  1.074  0.123
H  1.685  2.184  1.067
H  2.745  1.152  1.906
H  0.677  -0.452  1.830
H  -1.297  -1.546  0.609
H  -1.602  -0.277  -2.032
H  -0.371  -1.557  -1.745
H  -1.932  -2.136  -1.624

---

Which of them is the most stable, and which is the least stable? three and one, in that order.

---

--- one ---
ORCA calculation (ωB97M-V/def2-TZVPD) on C5H11O4 as an isolated structure.

Computed properties:
- Gap between HOMO and LUMO (alpha / beta): 0.363 / 0.295 hartree
- LUMO level (alpha / beta): 0.54 / -1.44 eV
- Highest occupied orbital energy (alpha / beta): -0.3431 / -0.3479 hartree
- Multiplicity: 2

Positions of all 20 atoms, in Å:
H  1.117  0.263  4.775
O  0.281  -0.161  5.021
H  -0.728  -0.066  5.380
C  -1.790  -0.716  5.727
H  -2.125  -0.868  4.697
C  -1.432  -2.018  6.400
C  -2.322  -2.995  6.720
C  -1.871  -4.160  7.519
C  -3.773  -2.786  6.394
O  -4.395  -1.710  7.066
O  -2.615  0.126  6.471
O  -1.976  0.266  7.808
H  -2.799  0.332  8.372
H  -0.371  -2.141  6.643
H  -2.741  -4.625  7.928
H  -1.387  -4.893  6.900
H  -1.207  -3.981  8.355
H  -3.792  -2.703  5.292
H  -4.228  -3.736  6.684
H  -4.012  -0.871  6.692

---

--- two ---
ORCA calculation (ωB97M-V/def2-TZVPD) on one molecule with the formula C5H11O4.

Computed properties:
- Gap between HOMO and LUMO (alpha / beta): 0.402 / 0.352 hartree
- LUMO level (alpha / beta): 0.71 / -0.94 eV
- Highest occupied orbital energy (alpha / beta): -0.3764 / -0.3869 hartree
- Multiplicity: 2

Positions of all 20 atoms, in Å:
C  -3.077  -0.111  -0.125
C  -1.744  -0.718  0.259
C  -0.542  0.134  -0.161
C  0.775  -0.546  0.213
C  1.974  0.293  -0.169
O  3.166  -0.348  0.180
O  4.302  0.555  -0.039
O  5.456  -0.082  0.097
O  -0.585  1.437  0.421
H  -3.908  -0.759  0.161
H  -3.231  0.852  0.364
H  -3.143  0.054  -1.202
H  -1.696  -0.854  1.344
H  -1.644  -1.722  -0.172
H  -0.555  0.270  -1.255
H  0.800  -0.711  1.294
H  0.859  -1.534  -0.254
H  2.016  0.499  -1.245
H  1.972  1.258  0.355
H  -1.197  2.034  -0.065

---

Which of them is the most stable, and which is the least stable? two and one, in that order.

---

--- one ---
ORCA calculation (ωB97M-V/def2-TZVPD) on a 2-piece molecular cluster, C5H10NO2 overall.

Computed properties:
- Charge: +1
- Gap between HOMO and LUMO: 0.410 hartree
- LUMO level: -3.11 eV
- Highest occupied orbital energy: -0.5237 hartree

Positions of all 18 atoms, in Å:
C  2.968  -0.188  -0.341
C  -0.478  0.166  1.109
C  2.891  -1.117  -1.120
C  -1.366  0.395  -0.015
C  -1.469  -0.697  -1.036
N  -0.350  1.435  -0.165
O  0.534  -0.645  1.336
O  -1.036  0.760  2.195
H  3.069  0.817  0.147
H  2.512  -2.043  -1.526
H  -2.283  0.831  0.389
H  -0.517  -0.715  -1.564
H  -2.297  -0.660  -1.636
H  -1.658  -1.536  -0.442
H  -0.588  2.365  0.016
H  -0.007  1.325  -1.085
H  0.661  -1.237  0.641
H  -0.586  0.745  3.100

---

--- two ---
ORCA calculation (ωB97M-V/def2-TZVPD) on an isolated ion of composition C5H10NO2 and charge +1.

Computed properties:
- Charge: +1
- Gap between HOMO and LUMO: 0.413 hartree
- LUMO level: -3.18 eV
- Highest occupied orbital energy: -0.5293 hartree

Positions of all 18 atoms, in Å:
C  1.030  2.097  -0.237
C  0.795  0.842  -0.687
N  -0.152  0.474  -1.811
C  1.200  -0.509  0.058
C  0.081  -0.909  1.059
C  -1.371  -0.828  0.973
O  -1.908  -0.524  -0.106
O  -1.931  -1.072  2.180
H  0.514  2.937  -0.621
H  1.909  2.196  0.357
H  0.241  -0.143  -2.556
H  -0.585  1.254  -2.364
H  -0.999  -0.108  -1.325
H  1.176  -1.203  -0.826
H  2.177  -0.521  0.466
H  0.418  -2.095  1.232
H  0.250  -0.466  2.078
H  -2.848  -1.422  2.128

---

Which of them is the most stable, and which is the least stable? two and one, in that order.